Entry 1:
The following is a quantum chemistry calculation of C43H59LaN9O7 as an isolated structure, from the OMol25 dataset.

Geometry as XYZ:
```
119
Properties=species:S:1:pos:R:3:mulliken_charge:R:1
La 1.00 0.31 -1.13 2.4323
O 5.20 -1.28 5.98 -0.5083
C 4.13 -0.66 5.45 0.5707
O 3.18 -0.40 6.14 -0.4693
C 4.16 -0.34 3.99 0.8800
C 4.87 -1.09 3.06 -0.9825
C 4.71 -0.84 1.70 -0.7224
C 3.85 0.16 1.28 -0.4804
C 3.18 0.95 2.21 -0.3470
C 3.33 0.69 3.55 -0.7096
N 3.53 0.31 -0.10 0.2780
C 4.49 0.26 -0.94 -0.7830
C 4.29 0.23 -2.40 0.3345
C 5.40 0.24 -3.23 -0.8441
C 5.20 0.15 -4.60 -0.5842
C 3.91 0.02 -5.08 -0.8745
C 2.86 0.04 -4.17 -0.6634
N 3.04 0.16 -2.86 0.8893
H 5.92 -1.32 5.35 0.3344
H 5.50 -1.92 3.37 0.3205
H 5.18 -1.49 0.98 0.4985
H 2.51 1.73 1.85 0.4906
H 2.80 1.27 4.29 0.5457
H 5.53 0.22 -0.60 0.5758
H 6.39 0.32 -2.80 0.5348
H 6.04 0.16 -5.28 0.4383
H 3.71 -0.07 -6.14 0.4847
H 1.83 0.00 -4.51 0.5601
N -0.81 -1.83 -1.45 0.4488
C -0.23 -3.08 -0.92 1.0395
C -0.86 -4.34 -1.49 -1.4170
C -2.34 -4.50 -1.12 0.0493
C -2.62 -4.61 0.39 -1.2680
N -3.02 -3.34 1.02 0.1709
C -4.19 -2.75 0.82 0.8081
N -4.51 -1.66 1.51 -0.2242
N -5.04 -3.23 -0.09 -0.2669
C 1.31 -3.07 -1.10 -0.5790
O 1.91 -4.12 -0.93 -0.7666
O 1.82 -1.93 -1.37 -0.2086
H -1.75 -1.69 -1.10 -0.3515
H -0.90 -1.90 -2.46 0.3136
H -0.38 -3.05 0.16 -0.4566
H -0.27 -5.20 -1.15 0.4408
H -0.78 -4.33 -2.58 0.4278
H -2.73 -5.40 -1.61 0.3471
H -2.90 -3.66 -1.53 0.1417
H -1.73 -4.94 0.93 0.5334
H -3.39 -5.35 0.59 0.4287
H -2.41 -2.92 1.72 -0.0263
H -3.96 -1.39 2.32 0.0334
H -5.38 -1.19 1.35 0.2064
H -4.80 -4.02 -0.66 0.1692
H -5.96 -2.85 -0.18 0.2223
C -0.87 3.59 0.88 -1.7183
C -0.23 2.30 0.47 1.3888
O 1.03 2.24 0.35 -0.6621
O -0.95 1.29 0.22 -0.6908
H -0.13 4.30 1.23 0.3552
H -1.63 3.41 1.64 0.3624
H -1.38 4.01 0.01 0.4227
C 0.13 2.17 5.04 -1.1093
C 0.01 0.77 5.64 -0.2528
N -1.25 0.12 5.28 0.2377
C -2.48 0.55 5.96 -0.7703
C -3.34 1.48 5.11 -0.8439
C -1.37 -0.83 4.34 -0.2314
O -2.45 -1.35 4.04 -0.7860
C -0.16 -1.24 3.55 0.4520
C 0.78 -2.16 3.99 0.2225
C 1.75 -2.58 3.10 -2.0923
C 1.74 -2.08 1.80 -0.4072
N 0.84 -1.19 1.37 1.9083
C -0.08 -0.78 2.24 -2.0407
H 1.09 2.61 5.32 0.4689
H -0.65 2.83 5.41 0.4250
H 0.07 2.13 3.95 0.1109
H 0.05 0.82 6.73 0.3313
H 0.84 0.15 5.33 0.0338
H -2.17 1.05 6.88 0.3802
H -3.04 -0.34 6.23 0.4241
H -2.81 2.40 4.86 0.2324
H -4.24 1.74 5.66 0.4118
H -3.63 0.98 4.19 0.1103
H 0.76 -2.53 5.01 0.6049
H 2.50 -3.30 3.39 0.5125
H 2.47 -2.42 1.07 0.6077
H -0.81 -0.07 1.87 0.7406
C -3.59 2.43 -6.31 -1.6746
C -3.03 1.82 -5.05 0.5123
C -3.84 1.03 -4.24 -0.9535
C -3.31 0.50 -3.06 0.3851
C -4.15 -0.38 -2.16 -1.2517
C -2.00 0.77 -2.73 0.3205
C -1.14 1.58 -3.50 0.2003
C -1.71 2.08 -4.69 -0.5987
N 0.13 1.83 -3.02 0.6166
C 0.80 3.08 -3.46 1.6561
C 2.05 3.28 -2.59 -1.9028
C -0.09 4.30 -3.18 -1.6733
C 1.26 3.09 -4.94 -1.9688
H -4.44 1.86 -6.68 0.3926
H -2.84 2.48 -7.09 0.3850
H -3.94 3.45 -6.12 0.2968
H -4.87 0.84 -4.51 0.3782
H -5.19 -0.06 -2.17 0.4998
H -3.79 -0.32 -1.13 -0.0519
H -4.12 -1.42 -2.49 0.2472
H -1.64 0.43 -1.77 -0.0131
H -1.12 2.68 -5.37 0.2116
H 1.82 3.10 -1.53 0.2651
H 2.38 4.31 -2.67 0.6236
H 2.88 2.64 -2.90 0.2452
H -0.30 4.37 -2.11 0.2058
H -1.04 4.26 -3.71 0.3647
H 0.43 5.22 -3.48 0.4932
H 1.37 2.08 -5.32 0.2881
H 2.22 3.60 -5.04 0.4112
H 0.56 3.62 -5.59 0.5346
```

Its total charge is +1. For the frontier orbital gap, the calculation gives 5.37 eV. The HOMO energy comes out at -8.28 eV. For the lowest unoccupied orbital energy, the calculation gives -2.913 eV. The spin multiplicity is 1. The calculation puts the energy above the lowest of the compared OMol25 structures with the same formula, charge and spin at 0.0 kJ/mol.

Entry 2:
The following is a quantum chemistry calculation of a 11-piece molecular cluster, C43H60BF13INO31P overall, from the OMol25 dataset.

Geometry as XYZ:
```
151
Properties=species:S:1:pos:R:3:mulliken_charge:R:1
C 1.40 -0.71 1.67 -1.5012
C 0.05 -1.50 1.69 1.4275
C -0.90 -1.08 0.56 -2.2990
P -2.08 -2.45 -0.12 2.8850
F -3.39 -1.25 -0.06 -0.9319
C -1.77 -1.94 -1.96 -1.7575
C -2.92 -1.18 -2.69 -0.1677
C -2.84 0.36 -2.52 -0.0531
F -4.13 0.95 -2.12 -0.4090
C -3.41 -3.71 -0.79 -2.2113
C -3.77 -4.92 0.10 0.0532
C -4.46 -5.98 -0.80 -1.2626
I -4.70 -7.86 0.25 -0.1326
B -2.48 -2.87 1.81 0.5994
O -3.11 -1.84 2.57 -0.8650
N -2.13 -4.10 2.59 0.2182
C -1.03 -3.88 3.54 -1.1602
C -3.33 -4.55 3.36 -1.2120
C -0.65 -3.74 -0.23 0.6611
C 0.66 -3.28 -0.90 -1.5101
F -1.06 -4.95 -0.97 -0.4873
H 1.78 -0.62 2.71 0.1636
H 1.18 0.33 1.34 0.3816
H 2.15 -1.17 1.02 0.2698
H -0.37 -1.32 2.70 0.2124
H 0.34 -2.57 1.66 -0.6532
H -1.54 -0.26 0.96 0.2647
H -0.29 -0.58 -0.22 0.6936
H -1.53 -2.83 -2.58 0.5557
H -0.88 -1.28 -2.09 0.4140
H -2.76 -1.37 -3.77 0.2660
H -3.94 -1.54 -2.46 0.1913
H -2.56 0.84 -3.48 0.0807
H -2.07 0.63 -1.76 0.1219
H -4.36 -3.15 -0.95 0.5768
H -3.15 -4.10 -1.80 0.5226
H -2.89 -5.42 0.55 0.3948
H -4.52 -4.67 0.88 0.0325
H -5.48 -5.67 -1.10 0.4741
H -3.84 -6.20 -1.69 0.5380
H -4.12 -1.87 2.44 0.3381
H -0.02 -3.95 3.08 0.1515
H -1.15 -2.93 4.11 0.2588
H -1.06 -4.70 4.30 0.5227
H -4.27 -4.18 2.93 0.4207
H -3.30 -4.19 4.42 0.3166
H -3.35 -5.65 3.36 0.2587
H -0.37 -4.14 0.77 0.4399
H 0.78 -2.18 -0.99 0.2543
H 1.55 -3.67 -0.35 0.2091
H 0.73 -3.70 -1.93 0.4049
C 1.93 -5.40 6.87 -0.3053
C 2.12 -6.16 5.58 0.2622
O 1.92 -5.15 4.60 -0.2583
C 2.28 -3.96 5.16 0.5928
O 2.48 -2.94 4.55 -0.5158
O 2.39 -4.09 6.51 -0.3280
F 1.19 -7.12 5.41 -0.2969
H 0.88 -5.36 7.16 0.2226
H 2.52 -5.80 7.69 0.2881
H 3.11 -6.60 5.45 0.3011
C 3.83 0.06 5.29 0.1164
C 3.14 0.98 6.27 0.3157
O 3.47 2.27 5.77 -0.3329
C 3.67 2.14 4.42 0.6783
O 3.69 3.05 3.64 -0.5247
O 3.80 0.84 4.09 -0.2810
F 3.63 0.86 7.53 -0.2912
H 4.87 -0.12 5.58 0.2495
H 3.32 -0.89 5.15 -0.1627
H 2.06 0.88 6.30 0.3290
C -5.48 -1.49 -6.12 0.2070
C -4.59 -1.46 -7.33 0.3023
O -3.81 -2.63 -7.17 -0.3308
C -4.55 -3.53 -6.45 0.6800
O -4.32 -4.70 -6.37 -0.5514
O -5.61 -2.90 -5.89 -0.3670
F -3.77 -0.37 -7.36 -0.1666
H -5.01 -1.02 -5.26 0.0365
H -6.45 -1.04 -6.29 0.0698
H -5.11 -1.52 -8.29 0.1045
C 4.84 7.05 3.44 0.1930
C 5.66 5.82 3.12 0.4241
O 6.98 6.24 3.42 -0.3559
C 6.89 7.21 4.39 0.5891
O 7.81 7.60 5.05 -0.5478
O 5.61 7.64 4.50 -0.3478
F 5.60 5.49 1.80 -0.2207
H 4.79 7.74 2.60 -0.1324
H 3.83 6.81 3.78 0.3346
H 5.41 4.94 3.71 0.0820
C 0.01 -7.17 11.48 -0.4139
C 1.14 -6.22 11.79 0.2910
O 2.15 -6.66 10.89 -0.2872
C 1.53 -7.23 9.82 0.7008
O 2.06 -7.47 8.77 -0.5700
O 0.23 -7.47 10.10 -0.2952
F 1.59 -6.34 13.05 -0.2791
H 0.10 -8.09 12.07 0.2899
H -0.98 -6.74 11.63 0.2666
H 0.92 -5.17 11.59 0.2821
C -0.91 3.56 -7.54 -0.2650
C -1.13 2.15 -7.04 0.3335
O -2.49 2.17 -6.67 -0.1452
C -3.12 3.11 -7.42 0.5864
O -4.31 3.22 -7.55 -0.5374
O -2.20 3.90 -8.04 -0.3314
F -0.37 1.85 -5.96 -0.2608
H -0.64 4.24 -6.73 0.1928
H -0.15 3.63 -8.32 0.2630
H -0.98 1.38 -7.80 0.1895
C 2.08 9.08 -0.23 -0.3505
C 2.95 9.85 -1.20 0.3930
O 3.98 10.35 -0.36 -0.3586
C 4.11 9.49 0.69 0.7303
O 5.03 9.47 1.46 -0.5580
O 3.04 8.65 0.75 -0.2616
F 2.29 10.89 -1.76 -0.2935
H 1.34 9.73 0.25 0.2644
H 1.58 8.22 -0.67 0.1947
H 3.40 9.25 -1.98 0.2196
C -10.21 0.34 -8.94 -0.4491
C -9.30 -0.73 -9.51 0.2946
O -8.02 -0.25 -9.16 -0.2725
C -8.14 0.52 -8.03 0.6730
O -7.23 0.86 -7.34 -0.5053
O -9.46 0.81 -7.82 -0.3128
F -9.40 -0.83 -10.85 -0.2791
H -10.35 1.15 -9.65 0.2877
H -11.18 -0.04 -8.62 0.2713
H -9.44 -1.72 -9.07 0.2903
C 7.37 3.71 -0.27 -0.3748
C 8.54 3.41 -1.17 0.3848
O 7.95 2.62 -2.19 -0.3382
C 6.64 2.98 -2.28 0.6277
O 5.90 2.70 -3.19 -0.5306
O 6.28 3.71 -1.19 -0.1806
F 9.50 2.69 -0.55 -0.2825
H 7.22 2.92 0.47 0.2481
H 7.45 4.67 0.24 0.1745
H 9.00 4.29 -1.63 0.2701
C 3.46 4.98 -3.09 0.0931
C 2.06 4.80 -2.54 0.2251
O 1.25 5.29 -3.59 -0.3115
C 1.94 5.11 -4.76 0.7164
O 1.46 5.20 -5.86 -0.5507
O 3.24 4.83 -4.49 -0.3234
F 1.85 5.56 -1.43 -0.2126
H 3.84 5.98 -2.89 0.1561
H 4.16 4.24 -2.71 -0.0723
H 1.78 3.77 -2.32 0.2719
```

Its total charge is -1. For the frontier orbital gap, the calculation gives 4.91 eV. The HOMO energy comes out at -3.57 eV. For the lowest unoccupied orbital energy, the calculation gives 1.338 eV. The spin multiplicity is 1.

Entry 3:
The following is a quantum chemistry calculation of C43H60BaCl3GeN5O5SSi3 as an isolated structure, from the OMol25 dataset.

Geometry as XYZ:
```
122
Properties=species:S:1:pos:R:3:mulliken_charge:R:1
Ba -0.26 0.07 0.10 1.5002
Cl -2.19 2.96 1.32 0.1384
C -3.03 4.36 0.68 0.2117
C -3.40 5.29 1.63 -0.7658
C -4.05 6.45 1.25 -0.4723
C -4.31 6.66 -0.10 -0.6801
C -3.92 5.71 -1.03 0.2046
Cl -4.28 6.08 -2.69 -0.2303
C -3.27 4.50 -0.71 0.0186
S -2.83 3.35 -1.92 -0.4924
H -3.18 5.09 2.67 0.3944
H -4.35 7.18 1.99 0.3512
H -4.80 7.55 -0.44 0.3933
C -1.59 -5.74 1.22 -1.1340
O -1.26 -5.25 -0.07 0.2156
C -1.54 -6.03 -1.13 1.1601
C -2.00 -7.34 -1.03 -1.0154
C -2.22 -8.10 -2.17 -0.8106
C -2.00 -7.55 -3.42 -0.6828
C -1.59 -6.23 -3.53 -0.5093
C -1.36 -5.45 -2.40 -0.0579
N -0.94 -4.12 -2.59 -0.0774
C -1.12 -3.07 -1.68 -0.9474
N -2.37 -3.07 -1.17 0.2166
C -2.98 -2.45 -0.04 -0.7581
C -2.58 -1.24 0.51 0.8801
C -3.44 -0.76 1.53 -1.2714
C -4.58 -1.42 1.95 -1.1630
C -4.92 -2.65 1.40 -0.4922
C -4.11 -3.17 0.41 0.5977
O -4.35 -4.38 -0.22 -0.2432
C -5.47 -5.12 0.21 -1.1813
N -0.20 -2.16 -1.47 1.8396
C 0.98 -2.31 -2.26 -1.3054
C 1.13 -1.44 -3.34 0.2710
C 2.17 -1.57 -4.25 -0.8306
C 3.09 -2.59 -4.08 -0.6527
C 2.98 -3.44 -2.99 -0.4511
C 1.95 -3.31 -2.08 0.4609
O 1.91 -4.24 -1.08 -0.5402
C 1.92 -3.72 0.26 -0.4224
H -1.29 -4.95 1.91 0.2196
H -1.04 -6.65 1.45 0.3609
H -2.66 -5.91 1.31 0.3334
H -2.17 -7.77 -0.05 0.4426
H -2.56 -9.12 -2.07 0.4021
H -2.16 -8.14 -4.32 0.3873
H -1.46 -5.77 -4.50 0.4368
H -0.19 -3.98 -3.25 0.4747
H -2.91 -3.85 -1.51 0.3887
H -3.21 0.21 1.99 0.4752
H -5.21 -0.98 2.71 0.4201
H -5.80 -3.18 1.74 0.4051
H -5.48 -6.03 -0.38 0.2706
H -6.40 -4.57 0.04 0.3713
H -5.40 -5.37 1.27 0.4379
H 0.36 -0.68 -3.48 0.4384
H 2.24 -0.89 -5.09 0.4671
H 3.91 -2.71 -4.78 0.3340
H 3.70 -4.23 -2.82 0.4434
H 2.08 -4.58 0.91 0.3267
H 0.99 -3.23 0.52 -0.0072
H 2.75 -3.02 0.39 0.2947
O -1.64 0.39 -2.44 -0.2711
H -1.98 1.30 -2.27 0.0691
H -2.36 -0.17 -2.12 0.1228
Cl 1.49 -0.93 2.14 -0.6188
C 0.68 5.16 1.24 -0.3042
Si 2.24 4.16 1.04 0.3834
C 2.73 3.41 2.70 -1.1786
C 3.58 5.36 0.51 -0.9290
Ge 2.09 2.42 -0.61 -0.0186
Si 1.61 3.43 -2.73 0.3554
C 3.22 4.09 -3.43 -1.1261
C 0.44 4.86 -2.51 -0.5624
C 0.93 2.20 -3.96 -0.4874
Si 4.19 1.25 -0.49 0.2517
C 4.61 0.71 1.24 -0.9046
C 5.57 2.41 -1.04 -1.0430
C 4.19 -0.22 -1.63 -0.5214
H 0.79 5.82 2.10 0.4088
H -0.21 4.54 1.40 -0.5181
H 0.48 5.78 0.36 0.3040
H 2.32 4.02 3.51 0.3443
H 3.82 3.40 2.81 0.4540
H 2.38 2.39 2.83 0.2524
H 3.70 6.11 1.31 0.3938
H 3.31 5.89 -0.41 0.1988
H 4.55 4.88 0.36 0.1936
H 3.69 4.83 -2.78 0.2679
H 3.00 4.56 -4.39 0.4096
H 3.95 3.29 -3.62 0.2445
H 0.93 5.69 -1.97 0.2677
H -0.47 4.58 -1.98 -0.1435
H 0.14 5.24 -3.49 0.3710
H 1.60 1.35 -4.09 -0.2218
H 0.81 2.70 -4.93 0.4825
H -0.05 1.82 -3.66 0.1601
H 4.87 1.56 1.88 0.2488
H 5.48 0.05 1.20 0.3731
H 3.79 0.17 1.71 0.0961
H 5.77 3.19 -0.31 0.2604
H 5.38 2.89 -2.01 0.2202
H 6.48 1.81 -1.14 0.3802
H 3.42 -0.94 -1.37 -0.2464
H 5.16 -0.73 -1.58 0.4569
H 4.02 0.08 -2.67 0.2508
N 1.07 1.55 7.84 -0.2944
C 0.44 0.50 7.26 0.3585
O 0.26 -0.55 7.86 -0.6520
C -0.03 0.69 5.84 0.9366
C -0.73 -0.35 5.25 -0.9773
C -1.16 -0.20 3.94 0.0442
N -0.94 0.90 3.21 0.5249
C -0.27 1.89 3.79 -0.6073
C 0.21 1.83 5.09 -0.7257
H 1.43 1.42 8.77 0.2289
H 1.27 2.40 7.36 0.1624
H -0.92 -1.25 5.80 0.4859
H -1.69 -1.01 3.44 0.2646
H -0.11 2.78 3.19 0.2447
H 0.78 2.68 5.46 0.0888
```

Its expectation value of S² is 0.7528. Its total charge is -1. For the frontier orbital gap (alpha / beta), the calculation gives 6.53 / 5.27 eV. The HOMO energy (alpha / beta) comes out at -4.41 / -4.41 eV. For the lowest unoccupied orbital energy (alpha / beta), the calculation gives 2.122 / 0.866 eV. The spin multiplicity is 2. The calculation puts the energy above the lowest of the compared OMol25 structures with the same formula, charge and spin at 81.9 kJ/mol.